63
Properties=species:S:1:pos:R:3 method="wB97M-V/def2-TZVPD" mol_weight_g_mol=470.595 gap_ha=0.2801 de_lowest_kcal_mol=75.25 homo_energy_ev=-7.7 energy_ha=-1850.711356 max_force_ev_per_a=1.30
C -1.85 2.98 -5.53
C -1.78 3.58 -4.12
N -2.41 2.81 -3.07
C -3.84 2.60 -3.25
C -4.55 2.53 -1.90
C -1.67 1.63 -2.66
C -0.69 1.98 -1.54
C 0.01 0.73 -1.01
N 0.97 1.02 0.03
C 0.42 1.17 1.37
C 0.20 -0.17 2.02
C -0.99 -0.81 1.97
C -1.19 -2.11 2.52
C -2.43 -2.77 2.45
C -2.52 -4.01 3.01
C -1.41 -4.62 3.65
C -0.20 -4.00 3.73
C -0.09 -2.72 3.16
N 1.09 -2.04 3.22
C 1.33 -0.79 2.70
O 2.43 -0.27 2.85
O -1.78 -5.84 4.11
C -3.14 -6.01 3.76
O -3.59 -4.86 3.08
C 2.27 1.27 -0.28
S 2.73 1.42 -1.88
N 3.14 1.44 0.73
C 4.56 1.59 0.49
C 5.27 0.27 0.53
C 5.20 -0.81 -0.29
C 6.04 -1.80 0.29
C 6.56 -1.23 1.41
O 6.09 0.02 1.57
H -2.88 2.90 -5.86
H -1.40 2.00 -5.56
H -1.32 3.63 -6.22
H -0.73 3.70 -3.84
H -2.24 4.57 -4.12
H -4.06 1.69 -3.83
H -4.23 3.45 -3.80
H -4.34 3.42 -1.33
H -4.23 1.66 -1.33
H -5.63 2.45 -2.05
H -1.11 1.19 -3.50
H -2.37 0.88 -2.30
H -1.24 2.48 -0.74
H 0.07 2.67 -1.91
H -0.72 0.02 -0.61
H 0.54 0.25 -1.83
H 1.10 1.78 1.97
H -0.53 1.70 1.28
H -1.84 -0.34 1.49
H -3.28 -2.31 1.97
H 0.64 -4.47 4.22
H 1.88 -2.47 3.69
H -3.25 -6.89 3.11
H -3.74 -6.15 4.68
H 2.93 0.96 1.61
H 4.98 2.24 1.26
H 4.68 2.05 -0.50
H 4.63 -0.89 -1.19
H 6.24 -2.78 -0.09
H 7.24 -1.60 2.15